1.
A structure of composition C8H20NO7S3. Source: the Open Molecules 2025 dataset; level of theory: wB97M-V/def2-TZVPD.

Summary:
* frontier orbital gap: 0.3232 Ha
* HOMO: -6.1 eV
* total charge: -1
* strongest force on any atom: 0.34 eV Å⁻¹
* LUMO level: 2.680 eV

CARTESIAN COORDINATES (ANGSTROEM)
C1 2.27 2.65 4.90
C2 1.01 2.03 4.32
S1 0.51 0.50 5.15
O1 -0.77 0.75 5.75
O2 1.59 0.14 6.04
N1 0.30 -0.59 4.02
S2 1.27 -0.99 2.87
O3 1.06 -2.37 2.54
O4 1.27 -0.05 1.77
S3 3.28 -0.80 3.52
H1 3.16 2.07 4.64
H2 2.39 3.66 4.49
H3 2.22 2.72 5.98
H4 1.11 1.82 3.25
H5 0.16 2.69 4.46
H6 3.00 -1.19 4.78
C3 -0.91 -2.34 -0.30
O5 -1.17 -1.16 -1.03
C4 -0.06 -0.28 -1.12
C5 0.05 0.33 -2.50
O6 0.43 -0.58 -3.53
C6 -0.56 -1.46 -4.04
C7 -1.54 -0.82 -5.00
O7 -2.48 0.00 -4.34
C8 -2.83 1.17 -5.04
H7 -0.86 -2.16 0.78
H8 -1.72 -3.04 -0.51
H9 0.04 -2.79 -0.60
H10 0.86 -0.81 -0.86
H11 -0.18 0.53 -0.40
H12 0.88 1.04 -2.45
H13 -0.86 0.88 -2.76
H14 -1.09 -1.99 -3.25
H15 0.01 -2.19 -4.63
H16 -2.08 -1.63 -5.52
H17 -0.99 -0.25 -5.76
H18 -1.94 1.68 -5.45
H19 -3.31 1.84 -4.33
H20 -3.52 0.97 -5.86

***

2.
A cluster of 2 separate species, C8H20O2 in total at a distorted geometry. Source: the Open Molecules 2025 dataset; level of theory: wB97M-V/def2-TZVPD.

Summary:
* frontier orbital gap: 0.3778 Ha
* SMILES: CCOCC.CCOCC
* HOMO: -9.2 eV
* total charge: 0
* strongest force on any atom: 1.91 eV Å⁻¹
* LUMO level: 1.046 eV
* ΔE to the lowest compared entry with this formula, charge and spin: 54.18 kcal per mole

CARTESIAN COORDINATES (ANGSTROEM)
C1 2.89 2.79 0.39
C2 1.58 3.18 1.01
O1 1.76 3.26 2.42
C3 0.56 3.63 3.08
C4 0.83 3.69 4.57
H1 2.79 2.72 -0.71
H2 3.22 1.80 0.77
H3 3.67 3.53 0.62
H4 1.24 4.17 0.63
H5 0.79 2.44 0.78
H6 0.21 4.62 2.71
H7 -0.24 2.89 2.86
H8 1.62 4.43 4.78
H9 -0.08 3.98 5.12
H10 1.17 2.71 4.94
C5 -1.97 2.07 1.06
C6 -0.78 1.16 0.87
O2 0.04 1.26 2.02
C7 1.19 0.43 1.92
C8 2.01 0.59 3.19
H11 -2.63 2.02 0.18
H12 -1.64 3.12 1.19
H13 -2.55 1.77 1.95
H14 -1.10 0.12 0.73
H15 -0.19 1.46 -0.03
H16 0.88 -0.62 1.78
H17 1.78 0.72 1.03
H18 1.41 0.29 4.07
H19 2.91 -0.04 3.14
H20 2.32 1.64 3.31

***

3.
A cluster of 3 separate species, C8H20O2 in total at a distorted geometry. Source: the Open Molecules 2025 dataset; level of theory: wB97M-V/def2-TZVPD.

Summary:
* frontier orbital gap: 0.3214 Ha
* HOMO: -8.1 eV
* total charge: 0
* strongest force on any atom: 2.38 eV Å⁻¹
* LUMO level: 0.609 eV
* ΔE to the lowest compared entry with this formula, charge and spin: 97.32 kcal per mole

CARTESIAN COORDINATES (ANGSTROEM)
C1 -1.40 -0.05 1.78
C2 -2.23 -0.53 0.56
C3 -0.23 -0.99 2.11
C4 -1.41 -0.59 -0.73
C5 -3.45 0.37 0.38
O1 -0.95 1.29 1.64
H1 -0.26 1.32 0.97
H2 -2.08 -0.03 2.64
H3 -2.57 -1.54 0.80
H4 0.24 -0.66 3.04
H5 0.52 -0.97 1.32
H6 -0.58 -2.01 2.24
H7 -2.04 -0.93 -1.56
H8 -1.01 0.39 -1.00
H9 -0.57 -1.28 -0.65
H10 -4.06 0.03 -0.46
H11 -3.14 1.40 0.19
H12 -4.08 0.37 1.27
C6 1.58 1.68 -1.42
C7 2.89 0.18 -1.92
C8 2.77 -0.98 -0.96
O2 1.39 1.58 -0.07
H13 2.12 1.97 0.44
H14 2.23 2.52 -1.70
H15 1.49 0.66 -2.02
H16 3.81 0.75 -1.78
H17 2.84 -0.11 -2.97
H18 3.66 -1.61 -0.99
H19 1.90 -1.60 -1.20
H20 2.65 -0.62 0.06

***

4.
A structure of composition C8H21B3ClN2O7P at a distorted geometry. Source: the Open Molecules 2025 dataset; level of theory: wB97M-V/def2-TZVPD.

Summary:
* frontier orbital gap: 0.2823 Ha
* HOMO: -7.9 eV
* total charge: 0
* strongest force on any atom: 2.53 eV Å⁻¹
* LUMO level: -0.249 eV

CARTESIAN COORDINATES (ANGSTROEM)
C1 5.35 -0.69 -0.08
C2 5.34 0.69 -0.80
C3 6.78 1.33 -0.82
C4 4.41 1.71 -0.03
B1 3.11 2.11 -0.86
O1 2.90 3.50 -1.13
B2 1.69 3.78 -0.47
Cl1 1.56 4.89 0.94
O2 0.55 3.11 -0.95
B3 0.81 1.73 -1.19
P1 -0.76 0.64 -1.38
C5 -1.56 0.34 0.28
C6 -0.38 -0.96 -2.26
O3 2.13 1.21 -1.32
H1 6.39 -1.05 -0.05
H2 5.02 -0.60 0.97
H3 4.70 -1.41 -0.60
H4 4.94 0.62 -1.82
H5 6.78 2.14 -1.56
H6 6.97 1.72 0.19
H7 7.52 0.55 -1.07
H8 4.97 2.63 0.19
H9 4.06 1.32 0.94
H10 -2.42 -0.35 0.12
H11 -2.02 1.30 0.58
H12 -0.88 0.01 1.07
H13 -0.58 -1.85 -1.65
H14 -1.07 -1.02 -3.12
H15 0.64 -1.00 -2.70
C7 -3.27 -2.82 2.90
N1 -3.25 -2.55 1.44
O4 -2.42 -3.12 0.77
O5 -4.08 -1.77 1.02
H16 -2.48 -3.54 3.13
H17 -3.10 -1.88 3.41
H18 -4.25 -3.23 3.14
C8 -7.15 -0.86 0.20
N2 -8.47 -1.35 0.64
O6 -9.11 -2.03 -0.13
O7 -8.83 -1.03 1.76
H19 -6.96 -1.22 -0.81
H20 -7.17 0.23 0.23
H21 -6.41 -1.25 0.89

***

5.
A structure of composition C8H21F5FeIO2P2Te at a distorted geometry. Source: the Open Molecules 2025 dataset; level of theory: wB97M-V/def2-TZVPD.

Summary:
* frontier orbital gap (spin up / spin down): 0.2477 / 0.2356 Ha
* HOMO (spin up / spin down): -16.7 / -16.8 eV
* total charge: +2
* strongest force on any atom: 7.67 eV Å⁻¹
* LUMO level (spin up / spin down): -9.972 / -10.381 eV
* ΔE to the lowest compared entry with this formula, charge and spin: 88.03 kcal per mole
* spin multiplicity: 6

CARTESIAN COORDINATES (ANGSTROEM)
C1 -1.36 -0.07 -2.13
I1 0.15 1.22 2.78
H1 -1.97 0.79 -2.41
H2 -1.98 -0.95 -2.07
H3 -0.54 -0.19 -2.84
Fe1 -0.91 0.48 -0.37
P1 -2.50 -0.33 0.82
C2 -2.50 -2.05 1.41
C3 -2.88 0.62 2.34
H4 -3.94 0.51 2.60
H5 -4.89 -0.33 0.52
H6 -2.65 1.68 2.16
H7 -4.09 0.88 -0.53
H8 -1.64 -2.20 2.08
H9 -2.23 0.28 3.15
C4 -4.04 -0.15 -0.15
H10 -3.45 -2.25 1.92
H11 -4.02 -0.85 -0.99
H12 -2.39 -2.72 0.55
P2 1.53 1.17 -1.13
C5 3.01 0.20 -1.55
C6 1.20 1.98 -2.83
H13 1.27 3.28 0.13
H14 2.75 3.28 -0.84
H15 2.65 2.28 0.66
C7 2.10 2.64 -0.22
H16 0.35 2.68 -2.83
H17 2.10 2.58 -3.09
H18 3.84 0.75 -2.04
H19 2.56 -0.66 -2.06
H20 1.05 1.21 -3.61
H21 3.44 -0.17 -0.61
C8 -0.21 -1.58 -0.48
O1 0.36 -2.59 -0.40
F1 4.51 -0.84 1.12
Te1 2.90 -1.72 1.89
F2 1.18 -2.50 2.55
F3 3.88 -2.95 2.93
F4 3.22 -3.03 0.44
F5 3.08 -0.43 3.34
O2 1.07 0.04 -0.20

***

6.
A structure of composition C8H21GaNO2 at a distorted geometry. Source: the Open Molecules 2025 dataset; level of theory: wB97M-V/def2-TZVPD.

Summary:
* frontier orbital gap: 0.2536 Ha
* HOMO: -4.2 eV
* total charge: -1
* strongest force on any atom: 1.71 eV Å⁻¹
* LUMO level: 2.667 eV

CARTESIAN COORDINATES (ANGSTROEM)
C1 1.89 -1.83 1.66
C2 2.27 -0.80 0.53
C3 2.42 0.65 1.05
C4 1.09 1.47 1.13
C5 -0.20 0.66 0.80
C6 -1.47 1.40 1.36
C7 -2.76 0.76 0.73
Ga1 -3.02 -1.25 1.11
H1 2.47 -2.76 1.59
H2 1.99 -1.35 2.64
H3 0.83 -2.11 1.51
H4 1.61 -0.88 -0.34
H5 3.27 -1.11 0.18
H6 2.92 0.72 2.03
H7 3.09 1.18 0.35
H8 1.10 2.36 0.48
H9 0.97 1.86 2.16
H10 -0.23 -0.35 1.23
H11 -0.31 0.56 -0.29
H12 -1.50 1.26 2.45
H13 -1.43 2.47 1.08
H14 -3.66 1.34 1.00
H15 -2.66 0.87 -0.37
H16 -3.78 -1.93 -0.15
H17 -3.84 -1.54 2.48
H18 -1.62 -2.06 1.25
C8 0.30 0.04 -4.56
N1 -0.20 0.07 -3.17
O1 -0.08 -0.93 -2.51
O2 -0.70 1.11 -2.80
H19 0.72 -0.94 -4.76
H20 -0.54 0.24 -5.22
H21 1.06 0.81 -4.65